[1]
8
Properties=species:S:1:pos:R:3:forces:R:3:mulliken_charge:R:1 method="wB97M-V/def2-TZVPD" e_homo_ev=-9.8 mol_weight_g_mol=259.30 charge=0 e_above_lowest_kj_mol=83.3
C 0.498 0.371 -0.444 0.9 4.1 5.6 -1.12
C 0.103 2.082 -0.038 -0.8 -4.0 -2.8 0.43
Cl 0.437 3.072 -1.423 0.1 0.4 -1.1 -0.13
Cl 0.879 2.746 1.251 0.9 0.6 2.6 -0.09
Cl -1.677 1.888 0.135 0.0 0.5 0.3 -0.17
I 2.494 -0.073 0.070 -0.2 -0.2 -0.2 0.12
H -0.210 -0.085 0.205 -0.1 -0.9 0.2 0.46
H 0.319 0.301 -1.408 -0.8 -0.5 -4.6 0.50



[2]
80
Properties=species:S:1:pos:R:3:forces:R:3:mulliken_spin:R:1 method="wB97M-V/def2-TZVPD" e_homo_ev="-9.8 / -9.8" mol_weight_g_mol=855.31 charge=0 e_above_lowest_kj_mol=625.4 multiplicity=6
Mn 24.555 -27.079 1.408 0.1 0.2 0.1 4.50
P 22.450 -25.619 -0.042 -1.4 2.0 -2.6 0.00
F 22.556 -24.857 -1.547 -0.8 -1.0 2.1 0.00
F 23.525 -24.519 0.481 -0.9 -0.3 0.9 0.01
F 21.173 -24.802 0.557 1.2 -0.2 -1.0 0.00
F 22.452 -26.518 1.304 0.0 0.2 2.1 0.04
F 21.521 -26.771 -0.652 -0.5 0.5 -0.6 0.00
F 23.728 -26.516 -0.406 1.6 -0.8 -1.6 0.04
P 27.511 -28.048 3.003 0.4 -1.4 1.2 0.01
F 26.213 -27.934 2.072 -1.7 1.0 -2.1 0.03
F 26.879 -29.468 3.420 0.8 -1.0 0.4 0.00
F 28.119 -28.754 1.648 1.5 0.6 1.0 0.00
F 28.840 -28.374 3.982 -1.9 1.2 -1.7 0.00
F 27.979 -26.559 2.557 0.3 -1.3 0.6 0.00
F 26.506 -27.432 4.149 1.7 0.7 0.6 0.00
C 30.367 -23.560 0.210 0.4 0.8 -0.8 0.00
C 29.055 -23.715 -0.604 0.4 -1.6 -0.7 0.00
C 28.892 -24.642 -1.905 2.7 3.0 -2.3 0.00
O 27.775 -25.456 -1.764 -0.2 -0.5 0.2 0.00
C 27.427 -25.356 -0.499 -5.6 -0.4 3.4 0.02
O 26.373 -25.786 0.086 4.2 0.6 -2.8 0.07
O 28.195 -24.508 0.135 -0.9 -0.3 3.6 0.00
H 30.518 -22.595 0.694 -1.3 0.2 0.5 0.00
H 31.249 -23.386 -0.407 0.1 -1.2 -0.6 0.00
H 30.487 -24.319 0.984 0.1 -0.2 -0.5 0.00
H 28.540 -22.760 -0.709 0.3 0.1 -0.5 0.00
H 29.746 -25.167 -2.332 0.3 -0.7 1.1 0.00
H 28.778 -23.944 -2.735 -0.9 0.1 -0.2 0.00
C 20.474 -30.934 -1.149 0.5 -1.6 0.0 0.00
C 21.543 -31.160 -0.046 -1.9 -1.1 -3.2 0.00
C 22.700 -32.153 -0.362 -0.4 0.8 -0.3 0.00
O 23.853 -31.286 -0.224 1.1 -1.5 0.9 0.00
C 23.508 -30.058 0.044 1.3 3.5 0.8 0.03
O 24.288 -29.120 0.326 -2.5 -3.0 -0.7 0.08
O 22.173 -29.940 -0.084 1.4 2.4 1.9 0.00
H 19.903 -31.849 -1.311 -0.3 0.0 0.2 0.00
H 21.004 -30.778 -2.088 -0.2 0.6 0.0 0.00
H 19.818 -30.130 -0.816 0.2 0.0 -0.4 0.00
H 20.909 -31.413 0.804 1.0 0.3 0.9 0.00
H 22.839 -32.512 -1.382 -0.8 -0.1 0.0 0.00
H 22.621 -32.998 0.322 0.9 0.2 0.2 0.00
C 28.971 -31.215 -1.876 0.4 1.0 0.5 0.00
C 28.562 -29.705 -1.631 0.3 -2.1 -0.9 0.00
C 28.792 -28.814 -2.809 0.0 0.5 -0.2 0.00
O 27.556 -28.108 -2.834 3.4 4.5 -4.7 0.00
C 26.618 -28.657 -2.238 -5.4 -1.1 2.4 0.00
O 25.409 -28.397 -2.267 3.1 -0.6 -0.3 0.00
O 27.169 -29.577 -1.478 -1.1 -2.9 2.4 0.00
H 28.646 -31.825 -2.720 -1.5 0.7 -0.1 0.00
H 28.740 -31.729 -0.943 0.4 -0.3 -0.2 0.00
H 30.018 -31.260 -2.174 0.6 0.3 1.0 0.00
H 29.062 -29.311 -0.746 -0.1 -0.3 0.2 0.00
H 28.899 -29.325 -3.766 0.1 -0.1 0.0 0.00
H 29.619 -28.124 -2.642 -0.2 0.1 -0.2 0.00
C 22.047 -25.655 7.110 -0.1 0.6 -0.5 0.00
C 22.728 -24.638 6.147 0.2 -1.2 1.1 0.00
C 24.215 -24.317 6.433 -1.8 0.3 -0.8 0.00
O 24.796 -24.563 5.156 1.0 0.2 -0.2 0.00
C 23.930 -25.096 4.272 2.8 -2.0 -2.9 0.02
O 24.323 -25.535 3.153 -1.7 2.0 3.9 0.06
O 22.738 -25.206 4.804 -0.9 0.4 0.3 0.00
H 22.738 -26.320 7.626 0.3 0.0 -0.4 0.00
H 21.344 -26.243 6.519 0.0 -0.1 0.1 0.00
H 21.476 -25.183 7.909 0.0 0.3 -0.2 0.00
H 22.304 -23.634 6.168 -1.1 -0.6 -0.6 0.00
H 24.663 -24.855 7.269 0.3 -0.2 -0.4 0.00
H 24.098 -23.252 6.634 1.4 0.1 0.1 0.00
C 20.907 -30.313 6.039 -0.6 0.3 -2.0 0.00
C 22.268 -29.638 5.859 -0.6 0.0 1.9 0.00
C 23.316 -30.624 5.572 1.7 -1.4 0.9 0.00
O 24.083 -30.091 4.508 -0.5 0.4 -1.6 0.00
C 23.419 -29.016 3.998 3.1 2.0 -0.9 0.00
O 23.868 -28.237 3.130 -2.3 -3.4 2.8 0.05
O 22.377 -28.766 4.770 -1.7 1.5 -1.3 0.00
H 20.876 -31.246 6.602 0.4 0.4 0.3 0.00
H 20.670 -30.600 5.014 0.1 -0.6 -0.3 0.00
H 20.004 -29.722 6.190 0.5 0.5 0.9 0.00
H 22.645 -29.112 6.736 -0.7 0.5 0.1 0.00
H 22.923 -31.628 5.413 0.3 0.0 -0.6 0.00
H 23.980 -30.639 6.436 0.2 -0.5 -0.1 0.00



[3]
7
Properties=species:S:1:pos:R:3:forces:R:3:mulliken_charge:R:1 method="wB97M-V/def2-TZVPD" e_homo_ev=-9.7 mol_weight_g_mol=95.10 charge=0 smiles="O=C=NS.F" e_above_lowest_kj_mol=96.1
C 0.049 -0.423 0.739 -1.3 -2.2 -2.3 0.60
N -0.436 -0.711 -0.287 -1.0 -0.5 -1.9 -0.23
O 0.506 -0.263 1.773 1.7 1.6 3.6 -0.48
F 1.078 2.191 0.460 -0.8 -1.5 2.1 -0.42
S -1.076 -1.754 -1.483 0.9 3.1 -0.6 -0.06
H 0.825 1.602 1.214 0.9 1.7 -1.9 0.40
H -0.946 -0.642 -2.415 -0.4 -2.1 1.0 0.20



Please write out number 1 again, unchanged.
8
Properties=species:S:1:pos:R:3:forces:R:3:mulliken_charge:R:1 method="wB97M-V/def2-TZVPD" e_homo_ev=-9.8 mol_weight_g_mol=259.30 charge=0 e_above_lowest_kj_mol=83.3
C 0.498 0.371 -0.444 0.9 4.1 5.6 -1.12
C 0.103 2.082 -0.038 -0.8 -4.0 -2.8 0.43
Cl 0.437 3.072 -1.423 0.1 0.4 -1.1 -0.13
Cl 0.879 2.746 1.251 0.9 0.6 2.6 -0.09
Cl -1.677 1.888 0.135 0.0 0.5 0.3 -0.17
I 2.494 -0.073 0.070 -0.2 -0.2 -0.2 0.12
H -0.210 -0.085 0.205 -0.1 -0.9 0.2 0.46
H 0.319 0.301 -1.408 -0.8 -0.5 -4.6 0.50